Entry 1:
# C6H14N2O2

One molecule with the formula C6H14N2O2 in a non-equilibrium geometry (ωB97M-V with the def2-TZVPD basis set, the Open Molecules 2025 dataset).

The value obtained for the energy above the lowest of the compared OMol25 structures with the same formula, charge and spin is 5.7385 eV. As for the calculated total energy: -13519.886 eV. Its SMILES is CC(=O)C(C)(C)N(C)NO. As for the HOMO energy: -8.6218 eV. As for the net charge: 0. The gap between HOMO and LUMO is 9.196 eV.

Each line ends with the Mulliken charge.
Geometry (Å):
C 1.58690 -1.37684 -0.94466  -1.450
C 1.13885 0.06850 -0.87050  0.740
O 1.69668 0.90725 -1.56085  -0.681
C -0.47322 0.28033 -0.49490  1.627
C -1.26480 -1.02347 -0.58482  -1.936
C -1.04765 1.32979 -1.44464  -1.719
N -0.30974 0.88430 0.80254  0.033
C -1.19277 0.52180 1.88484  -0.950
N 1.17646 0.63230 1.13952  -0.432
O 1.79310 -0.43991 1.89005  -0.388
H 1.07691 -1.88411 -1.76010  0.304
H 2.66247 -1.39859 -1.10935  0.402
H 1.36633 -1.91906 -0.02707  0.374
H -1.21739 -1.41555 -1.59955  0.409
H -0.89175 -1.76819 0.11436  0.454
H -2.31667 -0.83734 -0.36505  0.409
H -2.10304 1.50049 -1.23393  0.399
H -0.52356 2.27632 -1.33181  0.380
H -0.90479 1.00257 -2.47388  0.363
H -0.85404 1.05287 2.77333  0.347
H -2.19636 0.85110 1.61389  0.337
H -1.21162 -0.54825 2.11804  0.312
H 1.81603 1.33850 0.78947  0.346
H 2.19365 -0.03483 2.67507  0.321

Atoms 1-6, force components in eV/Å:
C 0.465 0.089 1.039
C -2.420 -0.371 -2.192
O 0.118 0.079 0.727
C 1.542 -0.095 -1.414
C 0.040 0.342 0.286
C 0.201 -0.104 0.080

Entry 2:
# C6H14N2O2

A 2-piece molecular cluster, C6H14N2O2 overall in a non-equilibrium geometry (ωB97M-V with the def2-TZVPD basis set, the Open Molecules 2025 dataset).

The value obtained for the energy above the lowest of the compared OMol25 structures with the same formula, charge and spin is 1.2699 eV. As for the calculated total energy: -13524.354 eV. Its SMILES is CNC(C)=O.CNC(C)=O. As for the HOMO energy: -9.6712 eV. As for the net charge: 0. The gap between HOMO and LUMO is 10.231 eV.

Each line ends with the Mulliken charge.
Geometry (Å):
C -2.85456 -0.48570 -0.11867  -0.792
N -1.83264 -0.75018 -1.11500  -0.200
C -1.48637 -2.03340 -1.46994  0.697
C -0.11875 -2.10637 -2.19174  -0.982
O -2.14830 -3.00007 -1.18485  -0.612
H -3.79393 -0.21151 -0.58806  0.278
H -3.16936 -1.34187 0.47338  0.342
H -2.47572 0.35336 0.48724  0.176
H -1.14715 -0.03390 -1.26291  0.256
H 0.67757 -2.61911 -1.65522  0.247
H -0.18929 -2.78048 -3.04868  0.298
H 0.17950 -1.12178 -2.53550  0.304
C -0.01780 2.44894 0.76318  -0.719
N 0.94694 1.54815 1.51423  -0.219
C 1.99890 1.08427 0.82063  0.734
C 2.99139 0.22863 1.60551  -1.123
O 2.27241 1.46397 -0.30801  -0.634
H 0.50874 3.40210 0.75005  0.289
H 0.06855 1.92536 -0.20348  0.165
H -0.91661 2.52195 1.36010  0.307
H 0.63919 1.22562 2.41076  0.235
H 3.93397 0.13835 1.05344  0.307
H 3.30177 0.85823 2.45346  0.332
H 2.63156 -0.71456 1.99008  0.315

Atoms 1-6, force components in eV/Å:
C -0.269 0.662 -0.237
N -0.045 -0.946 0.202
C 1.494 0.595 0.107
C -0.771 -0.551 -0.564
O -0.367 -0.324 0.020
H -0.112 0.495 -0.222

Entry 3:
# C6H14N2O2

A 2-piece molecular cluster, C6H14N2O2 overall in a non-equilibrium geometry (ωB97M-V with the def2-TZVPD basis set, the Open Molecules 2025 dataset).

The value obtained for the energy above the lowest of the compared OMol25 structures with the same formula, charge and spin is 0.7892 eV. As for the calculated total energy: -13524.835 eV. Its SMILES is CNC(C)=O.CNC(C)=O. As for the HOMO energy: -9.7471 eV. As for the net charge: 0. The gap between HOMO and LUMO is 10.301 eV.

Each line ends with the Mulliken charge.
Geometry (Å):
C 0.36687 -0.87458 2.47591  -1.019
N -0.48836 -0.78648 1.29084  -0.217
C -1.83288 -1.09403 1.47644  0.583
C -2.74791 -0.77213 0.33909  -0.965
O -2.23831 -1.53415 2.52801  -0.583
H 1.40422 -0.92568 2.14652  0.336
H 0.25842 0.06223 3.02792  0.296
H 0.10516 -1.67807 3.14946  0.370
H -0.04509 -1.14934 0.46106  0.277
H -3.71650 -1.23133 0.49249  0.314
H -2.78362 0.29863 0.18016  0.207
H -2.36242 -1.17483 -0.61098  0.330
C -0.16139 2.33284 -1.56193  -1.022
N 0.52723 1.14892 -1.06194  -0.066
C 1.67540 0.77596 -1.67139  0.578
C 2.42560 -0.42904 -1.12507  -0.703
O 2.07720 1.35440 -2.66944  -0.640
H 0.51118 3.19081 -1.53154  0.308
H -0.49297 2.16147 -2.57551  0.298
H -0.95944 2.54558 -0.86327  0.366
H 0.30107 0.81768 -0.13539  0.332
H 3.36584 -0.08798 -0.71617  0.248
H 1.84728 -0.93779 -0.35436  0.110
H 2.52782 -1.12647 -1.95042  0.260

Atoms 1-6, force components in eV/Å:
C 0.089 0.781 -0.169
N 0.275 -0.186 0.434
C 0.026 -0.287 0.115
C 0.404 -0.617 -1.042
O -0.063 0.293 0.181
H -0.026 -0.192 0.088

Entry 4:
# C6H14N2O3

A 2-piece molecular cluster, C6H14N2O3 overall in a non-equilibrium geometry (ωB97M-V with the def2-TZVPD basis set, the Open Molecules 2025 dataset).

The value obtained for the energy above the lowest of the compared OMol25 structures with the same formula, charge and spin is 3.6288 eV. As for the calculated total energy: -15567.924 eV. Its SMILES is CC(C)(O)/N=N/O.C=C(C)O. As for the HOMO energy: -9.3071 eV. As for the net charge: 0. The gap between HOMO and LUMO is 10.064 eV.

Each line ends with the Mulliken charge.
Geometry (Å):
C 0.52899 1.92383 -2.87462  -1.434
C 0.62785 1.01900 -1.67231  1.124
C 0.38365 -0.50434 -2.12695  -1.352
O 1.85242 1.10831 -1.02889  -0.556
N -0.46952 1.23407 -0.60787  0.136
N -1.37798 1.97973 -0.91326  -0.283
O -2.37543 2.04687 0.00356  -0.362
H 0.73443 2.92125 -2.49800  0.407
H 1.29344 1.60188 -3.56691  0.419
H -0.42878 1.75427 -3.49225  0.328
H -0.10101 -1.17125 -1.38005  0.232
H 1.40892 -0.93722 -2.21154  0.339
H 0.05006 -0.71960 -3.07584  0.420
H 1.87221 0.73089 -0.18208  0.303
H -2.08590 1.66440 0.87513  0.363
C -0.24376 -2.41492 1.55525  -0.992
C -0.36021 -1.32528 2.27515  0.660
C 0.39820 -1.15289 3.60622  -1.201
O -1.02433 -0.13404 1.92754  -0.519
H -0.94794 -2.81196 0.80879  0.310
H 0.29692 -3.24472 1.96247  0.305
H 0.68845 -0.10880 3.57125  0.311
H -0.42835 -1.22540 4.29653  0.308
H 1.16232 -1.85868 3.66867  0.392
H -1.45466 -0.37542 1.07999  0.340

Atoms 1-6, force components in eV/Å:
C -0.653 -0.558 -0.415
C -2.515 -2.661 0.136
C 2.603 -0.096 2.733
O 0.411 1.806 -2.226
N 0.836 -0.084 -0.252
N 0.428 -0.203 -0.900

Entry 5:
# C6H14N2OS

One molecule with the formula C6H14N2OS in a non-equilibrium geometry (ωB97M-V with the def2-TZVPD basis set, the Open Molecules 2025 dataset).

The value obtained for the energy above the lowest of the compared OMol25 structures with the same formula, charge and spin is 3.8297 eV. As for the calculated total energy: -22308.493 eV. Its SMILES is SCCNN1CCOCC1. As for the HOMO energy: -8.0005 eV. As for the net charge: 0. The gap between HOMO and LUMO is 8.718 eV.

Each line ends with the Mulliken charge.
Geometry (Å):
S -0.53861 -1.83254 2.60666  -0.307
C -0.23845 -0.14632 3.38201  -0.500
C -0.22449 1.01880 2.41170  -0.645
N 0.64182 0.68357 1.30537  -0.043
N 0.78977 1.55670 0.17860  -0.202
C -0.33798 1.43267 -0.84054  -0.484
C -0.11270 0.19217 -1.76551  -0.502
O 1.19111 0.24581 -2.37094  -0.387
C 2.26149 0.42196 -1.41569  -0.474
C 2.17998 1.56785 -0.40256  -0.688
H -0.20061 -2.72551 3.58283  0.144
H 0.65344 -0.11160 4.06334  0.342
H -1.06898 -0.00446 4.13020  0.377
H -1.23551 1.29112 2.08340  0.294
H 0.10926 1.91640 2.83060  0.309
H 0.68262 -0.31908 1.18741  0.174
H -1.28675 1.21590 -0.34799  0.293
H -0.35034 2.41048 -1.48552  0.307
H -0.87807 0.24603 -2.51799  0.376
H -0.15442 -0.69557 -1.10453  0.278
H 3.25036 0.63811 -1.88108  0.344
H 2.63341 -0.38798 -0.77598  0.314
H 2.11044 2.70073 -0.67960  0.336
H 2.82346 1.38500 0.52608  0.343

Atoms 1-6, force components in eV/Å:
S 0.183 0.456 0.058
C -0.467 -0.224 2.717
C -0.705 -0.930 -1.971
N 1.031 -0.028 -0.462
N -1.950 -0.614 1.185
C 1.938 0.189 -0.961

Entry 6:
# C6H14N3

An isolated ion of composition C6H14N3 and charge +1 in a non-equilibrium geometry (ωB97M-V with the def2-TZVPD basis set, the Open Molecules 2025 dataset).

The value obtained for the energy above the lowest of the compared OMol25 structures with the same formula, charge and spin is 0.1513 eV. As for the calculated total energy: -10912.983 eV. Its SMILES is CN1C(=[NH2+])NCC1(C)C. As for the HOMO energy: -13.6666 eV. As for the net charge: +1. The gap between HOMO and LUMO is 10.820 eV.

Each line ends with the Mulliken charge.
Geometry (Å):
C 0.35514 1.97742 -0.00249  -1.018
N 0.41229 0.50913 0.26877  0.023
C 1.50137 -0.22681 0.02283  0.446
N 2.74652 0.28000 -0.00033  -0.387
N 1.16825 -1.55496 -0.08220  -0.162
C -0.21954 -1.73596 0.10180  -0.726
C -0.80207 -0.31808 0.05383  1.187
C -1.41253 -0.08619 -1.30328  -1.624
C -1.76371 -0.02975 1.23597  -1.785
H -0.60845 2.22792 -0.35869  0.338
H 0.82595 2.36301 0.99400  0.392
H 1.04262 2.50100 -0.70065  0.341
H 3.44367 -0.29591 0.42565  0.234
H 3.01848 1.22052 -0.34627  0.243
H 1.76331 -2.34310 0.09079  0.279
H -0.39479 -2.41446 0.95378  0.346
H -0.61217 -2.25584 -0.84633  0.271
H -1.93993 0.86038 -1.35340  0.416
H -2.10633 -0.87856 -1.67613  0.366
H -0.57004 -0.02273 -1.97405  0.516
H -2.18693 0.95056 1.01470  0.346
H -1.16465 -0.00974 2.13696  0.455
H -2.49644 -0.71786 1.34472  0.504

Atoms 1-6, force components in eV/Å:
C 3.074 0.243 2.780
N 0.391 0.268 -2.724
C -0.349 -0.666 0.650
N -0.102 0.312 -0.388
N 1.881 2.020 0.232
C -1.660 -1.806 -1.832